CH3BrCl2OSi | wB97M-V/def2-TZVPD

Structure (ORCA input):
```
! RIJCOSX wB97M-V def2-TZVPD def2/J DEFGRID3
* xyz 0 1
C 1.58 0.05 -0.29
O 0.71 -0.56 0.52
Si -1.80 -0.13 0.30
Cl -1.80 0.89 -1.39
Cl -2.07 -2.06 0.29
Br -2.21 1.16 1.95
H 1.22 -0.05 -1.37
H 2.54 -0.40 0.00
H 1.82 1.10 -0.02
*
```

The LUMO energy comes out at -0.5649 eV. Its relative energy (zero: lowest compared OMol25 entry of this formula, charge and spin) is 3.877 eV. The value obtained for the HOMO energy is -8.213 eV. The value obtained for the largest force on an atom is 5.150 eV Å⁻¹. The total energy is -106099.0159 eV. The value obtained for the HOMO-LUMO gap is 7.6 eV. The molecular weight is 209.9 g mol⁻¹.

Löwdin atomic charge list, values in e, 5 entries: -0.369 -0.390 -0.675 0.371 0.410

---

C7H16N4O3P | wB97M-V/def2-TZVPD

Structure (ORCA input):
```
! RIJCOSX wB97M-V def2-TZVPD def2/J DEFGRID3
* xyz 1 1
C 2.45 -2.03 0.54
C 1.89 -1.48 -0.75
O 0.47 -1.20 -0.61
P -0.07 0.15 -1.22
O 0.62 0.69 -2.38
C -1.77 -0.29 -1.64
C -2.63 -0.88 -0.50
N -2.21 -0.44 0.84
C -1.43 -1.09 1.69
N -1.26 -0.34 2.79
N -1.93 0.76 2.62
N -2.50 0.71 1.46
O -0.17 1.16 0.01
C 0.58 2.41 -0.09
C 2.06 2.23 0.14
H 1.70 -2.56 1.11
H 3.29 -2.68 0.32
H 2.85 -1.22 1.14
H 2.00 -2.21 -1.54
H 2.45 -0.60 -1.03
H -1.67 -1.03 -2.42
H -2.22 0.60 -2.07
H -3.66 -0.58 -0.64
H -2.62 -1.95 -0.53
H -1.03 -2.06 1.48
H -3.06 1.44 1.03
H 0.18 3.03 0.70
H 0.37 2.92 -1.02
H 2.26 1.30 0.66
H 2.46 3.07 0.69
H 2.57 2.18 -0.81
*
```

The LUMO energy comes out at -4.4536 eV. Its relative energy (zero: lowest compared OMol25 entry of this formula, charge and spin) is 0.613 eV. The value obtained for the HOMO energy is -14.221 eV. The value obtained for the largest force on an atom is 1.297 eV Å⁻¹. The total energy is -28903.8425 eV. The value obtained for the HOMO-LUMO gap is 9.8 eV. The molecular weight is 235.2 g mol⁻¹.

Löwdin atomic charge list, values in e, 5 entries: -0.050 -0.231 -0.213 0.446 -0.210

---

C28H18Br30Cl2F6I2N2O3 | wB97M-V/def2-TZVPD

Structure (ORCA input):
```
! RIJCOSX wB97M-V def2-TZVPD def2/J DEFGRID3
* xyz 0 1
C -1.39 -2.78 2.56
C -2.11 -1.82 1.93
C -1.49 -0.51 1.61
C -0.98 0.30 2.68
C -1.16 -0.18 4.07
Cl 0.19 -0.72 4.99
C -2.39 -0.20 4.60
C -3.63 0.23 3.90
Cl -2.65 -0.79 6.20
C -0.39 1.51 2.39
C 0.15 2.32 3.55
O -0.57 2.59 4.47
C 1.65 2.81 3.66
F 2.04 3.64 2.68
F 1.73 3.50 4.81
C 2.74 1.69 3.76
F 2.56 0.97 4.87
F 3.92 2.33 3.89
C 2.86 0.73 2.55
F 2.61 1.38 1.40
F 1.96 -0.28 2.65
C 4.23 0.02 2.46
O 4.88 -0.23 3.42
O 4.57 -0.34 1.19
C -0.33 1.98 1.06
N 0.20 3.22 0.83
C 0.26 3.59 -0.40
I 1.07 5.46 -0.83
C -0.21 2.78 -1.47
N -0.76 1.62 -1.30
C -0.83 1.21 0.00
C -1.39 -0.05 0.32
I -2.14 -1.23 -1.23
H -0.40 -3.07 2.23
H -1.77 -3.28 3.44
H -3.13 -2.00 1.62
H -4.32 0.68 4.60
H -3.44 0.89 3.05
H -4.12 -0.67 3.51
H 4.09 -1.16 0.97
H -0.10 3.15 -2.48
C -2.47 7.09 -2.43
Br -4.15 7.66 -3.16
Br -2.03 8.05 -0.82
Br -2.43 5.18 -2.16
H -1.70 7.32 -3.16
C -3.22 4.01 5.04
Br -4.57 2.84 5.75
Br -3.36 4.16 3.12
Br -3.25 5.73 5.89
H -2.26 3.55 5.24
C -0.12 -5.16 -0.99
Br 0.07 -5.97 -2.72
Br 0.91 -3.54 -0.87
Br -1.97 -4.85 -0.56
H 0.27 -5.85 -0.26
C -1.34 -0.02 -5.67
Br -3.04 0.49 -6.42
Br -0.94 0.96 -4.07
Br -1.23 -1.91 -5.33
H -0.59 0.22 -6.41
C 2.55 -3.75 6.11
Br 1.25 -4.61 4.97
Br 3.85 -2.79 5.08
Br 1.70 -2.62 7.42
H 3.06 -4.53 6.65
C 3.72 -2.34 -3.98
Br 1.89 -1.89 -4.36
Br 4.36 -1.42 -2.41
Br 3.96 -4.24 -3.84
H 4.32 -2.00 -4.81
C 6.46 -4.62 2.23
Br 5.04 -5.76 2.84
Br 5.85 -2.83 1.85
Br 7.94 -4.60 3.46
H 6.82 -5.04 1.30
C 1.94 6.47 -5.11
Br 0.88 5.09 -4.30
Br 0.83 7.80 -5.95
Br 3.16 7.27 -3.84
H 2.54 6.01 -5.88
C -5.69 -2.86 -6.21
Br -5.58 -4.71 -6.73
Br -7.51 -2.26 -6.07
Br -4.71 -2.52 -4.59
H -5.22 -2.28 -6.99
C -1.64 -4.87 -8.10
Br -2.46 -3.20 -8.58
Br -2.25 -6.30 -9.22
Br 0.28 -4.74 -8.09
H -1.95 -5.10 -7.09
*
```

The LUMO energy comes out at -1.4323 eV. The value obtained for the HOMO energy is -8.719 eV. The value obtained for the largest force on an atom is 1.589 eV Å⁻¹. The total energy is -2197270.2836 eV. The value obtained for the HOMO-LUMO gap is 7.3 eV. The molecular weight is 3266.3 g mol⁻¹.

Löwdin atomic charge list, values in e, 5 entries: 0.013 -0.207 -0.226 -0.128 -0.668